# 1
C33H42As3F5N3O3SV | ωB97M-V/def2-TZVPD

The geometry in XYZ format:
```
91
Properties=species:S:1:pos:R:3:mulliken_spin:R:1
V -0.42 0.18 -0.95 1.05
O -1.51 -0.38 -2.09 -0.01
C -1.80 -0.14 -3.40 0.01
C -2.33 -1.12 -4.22 -0.01
C -2.54 -0.82 -5.55 0.01
C -2.24 0.44 -6.06 -0.01
C -1.77 1.43 -5.22 0.01
C -1.55 1.16 -3.87 0.00
C -1.27 2.21 -2.92 0.05
N -0.96 1.98 -1.69 -0.06
N -1.15 3.02 -0.78 0.00
C -1.14 2.52 0.42 0.00
O -0.89 1.24 0.66 -0.02
C -1.37 3.44 1.55 0.00
C -1.59 2.91 2.82 0.00
C -1.77 3.75 3.91 0.00
C -1.73 5.13 3.73 0.00
C -1.52 5.66 2.46 0.00
C -1.34 4.83 1.37 0.00
H -2.56 -2.09 -3.80 0.00
H -2.93 -1.59 -6.20 0.00
H -2.39 0.65 -7.11 0.00
H -1.57 2.42 -5.60 0.00
H -1.50 3.24 -3.19 0.00
H -1.64 1.84 2.93 0.00
H -1.94 3.33 4.89 0.00
H -1.87 5.79 4.58 0.00
H -1.49 6.74 2.32 0.00
H -1.18 5.23 0.38 0.00
F 1.06 -4.88 -6.28 0.00
C 1.06 -3.84 -5.46 0.01
C 0.22 -3.80 -4.37 0.00
F -0.62 -4.81 -4.14 0.00
C 0.24 -2.72 -3.52 0.02
F -0.62 -2.77 -2.48 0.00
C 1.07 -1.62 -3.70 0.00
S 1.23 -0.18 -2.71 -0.03
C 1.90 -1.70 -4.82 0.00
F 2.73 -0.69 -5.09 0.00
C 1.90 -2.77 -5.68 0.00
F 2.72 -2.79 -6.73 0.00
C 1.87 3.17 0.11 0.00
As 1.78 1.23 -0.01 -0.02
C 3.52 1.02 -0.84 0.00
C 2.05 0.89 1.91 0.00
C 2.42 -0.51 2.43 0.00
C 3.74 -0.96 1.79 0.00
C 1.33 -1.56 2.16 0.01
As 0.59 -1.81 0.37 0.00
C -0.49 -3.35 0.83 0.00
C 2.07 -2.75 -0.48 0.00
C 2.70 -0.42 3.95 0.00
As 1.42 -0.44 5.46 0.00
C 0.97 -2.35 5.47 0.00
C -0.30 0.23 4.79 0.00
H 2.91 3.42 0.30 0.00
H 1.26 3.55 0.92 0.00
H 1.55 3.61 -0.82 0.00
H 4.28 1.37 -0.15 0.00
H 3.51 1.65 -1.73 0.00
H 3.73 0.01 -1.16 0.00
H 1.13 1.24 2.38 0.00
H 2.84 1.58 2.18 0.00
H 3.67 -1.02 0.70 0.00
H 4.03 -1.95 2.16 0.00
H 4.55 -0.26 2.04 0.00
H 0.47 -1.38 2.79 0.00
H 1.72 -2.54 2.42 0.00
H 0.18 -4.16 1.08 0.00
H -1.13 -3.63 -0.01 0.00
H -1.12 -3.09 1.68 0.00
H 2.69 -3.19 0.30 0.00
H 2.66 -2.09 -1.10 0.00
H 1.67 -3.55 -1.10 0.00
H 3.31 0.47 4.14 0.00
H 3.33 -1.27 4.22 0.00
H 1.89 -2.93 5.57 0.00
H 0.43 -2.68 4.59 0.00
H 0.35 -2.54 6.35 0.00
H -0.29 1.32 4.85 0.00
H -1.04 -0.14 5.50 0.00
H -0.59 -0.08 3.79 0.00
C -4.20 0.36 -0.02 0.00
C -3.52 -0.78 0.68 0.00
N -4.29 -1.51 1.52 0.00
O -2.32 -1.02 0.53 0.00
H -5.20 0.09 -0.37 0.00
H -3.60 0.68 -0.87 0.00
H -4.31 1.20 0.67 0.00
H -5.27 -1.34 1.62 0.00
H -3.88 -2.29 2.00 0.00
```

The value obtained for the LUMO energy (spin up / spin down) is -0.1401 / -0.1267 Ha. The calculation puts the HOMO energy (spin up / spin down) at -10.394 / -10.500 eV. For the relative energy (zero: lowest compared OMol25 entry of this formula, charge and spin), the calculation gives 0.901 eV. As for the net charge: +1. The spin multiplicity is 2.

=====

# 2
C24H32N4OP2Y | ωB97M-V/def2-TZVPD

The geometry in XYZ format:
```
64
Properties=species:S:1:pos:R:3:lowdin_charge:R:1
C -1.40 3.63 -2.59 -0.07
C -1.09 2.36 -2.08 -0.23
C 0.28 1.95 -2.08 -0.21
C 1.27 2.77 -2.65 -0.15
C 0.94 4.07 -3.03 -0.03
C -0.39 4.49 -3.04 -0.08
C 2.66 2.23 -2.85 -0.07
C 2.77 0.74 -2.62 -0.16
C 1.69 0.02 -2.10 -0.21
C 1.67 -1.41 -2.19 -0.22
C 2.82 -2.05 -2.65 -0.05
C 3.97 -1.33 -2.98 -0.08
C 3.95 0.07 -2.94 -0.03
H -2.45 3.93 -2.65 0.12
H 1.74 4.74 -3.34 0.12
H -0.65 5.48 -3.41 0.11
H 2.94 2.42 -3.90 0.14
H 2.80 -3.14 -2.76 0.11
H 4.87 -1.85 -3.29 0.11
H 4.84 0.64 -3.20 0.12
N 0.63 0.72 -1.51 -0.14
Y 0.09 0.48 0.64 1.30
C -2.20 1.40 -1.62 -0.30
H -1.91 0.36 -1.83 0.08
H -3.10 1.60 -2.22 0.09
C 0.41 -2.19 -1.86 -0.30
H -0.44 -1.78 -2.44 0.09
H 0.54 -3.25 -2.11 0.09
P -2.80 1.48 0.11 0.80
P -0.12 -2.14 -0.10 0.81
C 1.11 -3.30 0.60 -0.25
H 0.88 -3.50 1.66 0.05
H 1.08 -4.24 0.03 0.06
H 2.12 -2.87 0.53 0.05
C -1.62 -3.17 -0.02 -0.26
H -1.38 -4.21 -0.28 0.06
H -2.01 -3.14 1.02 0.05
H -2.38 -2.78 -0.70 0.04
C -2.96 3.19 0.59 -0.20
H -3.96 3.57 0.33 0.08
H -2.81 3.26 1.67 0.06
H -2.20 3.81 0.09 0.05
C -4.37 0.62 0.27 -0.20
H -4.85 0.89 1.22 0.07
H -5.04 0.88 -0.56 0.07
H -4.20 -0.47 0.27 0.06
H 3.42 2.78 -2.29 0.13
H -1.98 0.85 1.13 -0.10
C 2.95 -1.42 4.08 0.00
N 1.49 -1.25 4.01 -0.06
C 0.64 -1.94 4.85 -0.10
C -0.71 -1.77 4.74 -0.04
C -1.20 -0.88 3.78 -0.44
N -0.36 -0.34 2.85 -0.01
C 0.97 -0.55 2.99 -0.53
O 1.73 -0.07 2.05 -0.18
N -2.49 -0.55 3.65 0.11
H 3.19 -1.88 5.04 0.09
H 3.43 -0.44 4.00 0.10
H 3.31 -2.07 3.26 0.10
H 1.15 -2.58 5.58 0.11
H -1.41 -2.28 5.40 0.11
H -3.15 -0.87 4.35 0.10
H -2.75 0.28 3.11 0.06
```

The value obtained for the LUMO energy (spin up / spin down) is -0.1076 / -0.1103 Ha. The calculation puts the HOMO energy (spin up / spin down) at -7.225 / -7.526 eV. As for the net charge: +1.

=====

# 3
C18H20N2O3 | ωB97M-V/def2-TZVPD

The geometry in XYZ format:
```
43
Properties=species:S:1:pos:R:3:lowdin_charge:R:1
N 1.38 -2.76 -1.46 0.06
C 1.58 -1.76 -0.38 -0.28
C 1.85 -0.36 -1.01 -0.11
C 2.99 -0.20 -2.00 -0.22
C 2.73 -0.63 -3.30 -0.06
C 3.75 -0.57 -4.25 -0.09
C 5.04 -0.11 -3.97 -0.08
C 5.25 0.35 -2.65 -0.10
C 4.24 0.37 -1.72 -0.06
C 0.30 -1.66 0.44 -0.45
O -0.71 -2.13 0.01 0.11
N 0.28 -0.93 1.63 0.11
C -1.03 -0.34 2.02 -0.19
C -1.77 0.39 0.85 -0.08
C -2.87 1.31 1.31 -0.23
C -2.61 2.67 1.48 -0.08
C -3.50 3.60 1.92 -0.10
C -4.81 3.16 2.20 -0.09
C -5.13 1.79 1.94 -0.07
C -4.12 0.85 1.65 -0.05
C -1.83 -1.46 2.59 -0.44
O -3.03 -1.66 2.30 0.07
O -1.13 -2.19 3.45 0.14
H 1.04 -3.58 -1.00 0.07
H 0.63 -2.42 -2.06 0.07
H 2.53 -2.01 0.05 0.14
H 2.02 0.37 -0.23 0.10
H 0.90 -0.04 -1.57 0.15
H 1.77 -1.04 -3.56 0.10
H 3.50 -0.86 -5.31 0.12
H 5.84 -0.09 -4.71 0.10
H 6.21 0.76 -2.30 0.11
H 4.35 0.77 -0.72 0.11
H 1.07 -0.29 1.71 0.14
H -0.80 0.41 2.78 0.17
H -0.99 0.89 0.33 0.10
H -2.25 -0.40 0.20 0.14
H -1.63 3.09 1.21 0.12
H -3.27 4.65 2.03 0.10
H -5.65 3.77 2.63 0.11
H -6.18 1.36 2.16 0.12
H -4.30 -0.19 1.51 0.09
H -1.65 -2.89 3.84 0.13
```

The value obtained for the LUMO energy is 0.0169 Ha. The calculation puts the HOMO energy at -8.881 eV. The SMILES is N[C@@H](Cc1ccccc1)C(=O)N[C@@H](Cc1ccccc1)C(=O)O. For the relative energy (zero: lowest compared OMol25 entry of this formula, charge and spin), the calculation gives 1.977 eV. As for the net charge: 0.

=====

# 4
C5H7NO2 | ωB97M-V/def2-TZVPD

The geometry in XYZ format:
```
15
Properties=species:S:1:pos:R:3:lowdin_charge:R:1
C 0.59 0.99 0.21 -0.27
C 0.76 -0.54 0.41 -0.20
C -0.94 0.56 0.17 -0.17
C -0.74 -0.17 -1.11 -0.36
C 0.42 -1.01 -1.05 -0.09
H 0.84 0.98 2.13 0.17
H 1.07 1.49 -0.63 0.16
H 1.47 -1.22 0.96 0.16
H -1.31 -1.22 1.27 0.21
H -1.69 1.19 0.52 0.14
H -1.10 0.34 -2.18 0.20
H 1.17 -1.08 -1.83 0.14
N -0.51 -0.45 1.05 -0.03
O 1.00 1.68 1.34 -0.05
O -1.01 -1.53 -1.26 0.00
```

The value obtained for the LUMO energy is 0.0342 Ha. The calculation puts the HOMO energy at -9.186 eV. For the relative energy (zero: lowest compared OMol25 entry of this formula, charge and spin), the calculation gives 5.146 eV. As for the net charge: 0.